No. 1
Formula: C38H34Cl2N6O4RuS
Source: OMol25
Level of theory: the ωB97M-V functional and the def2-TZVPD basis

Each line ends with the Mulliken charge.
Element x y z (Å)
Ru 10.684 17.361 8.873  0.24
C 12.824 19.461 6.882  -1.50
C 13.790 18.311 7.131  0.63
C 14.549 17.799 6.143  -0.77
C 15.606 17.006 6.425  -1.00
C 15.894 16.638 7.705  -0.79
C 15.104 17.076 8.767  1.63
C 15.428 16.526 10.122  -1.40
C 14.005 17.852 8.484  -0.81
N 12.956 18.056 9.426  1.27
C 13.055 18.848 10.410  0.61
C 14.191 19.842 10.577  -2.00
C 11.797 19.029 11.285  0.43
C 11.959 19.930 12.480  -1.56
N 10.679 18.590 10.868  1.13
C 9.441 19.120 11.374  -0.50
C 8.722 18.309 12.267  1.17
C 9.118 16.885 12.555  -1.54
C 7.580 18.850 12.812  -0.79
C 7.195 20.129 12.501  -0.95
C 7.931 20.914 11.539  -1.02
C 9.100 20.444 10.971  0.86
C 9.807 21.101 9.786  -0.89
H 13.370 20.162 6.176  0.50
H 12.573 20.005 7.804  0.13
H 11.884 19.159 6.343  0.17
H 14.302 18.069 5.152  0.63
H 16.265 16.615 5.641  0.39
H 16.676 15.878 8.069  0.33
H 15.979 15.579 10.114  0.47
H 14.456 16.284 10.514  0.21
H 15.881 17.314 10.781  0.23
H 13.720 20.829 10.499  0.40
H 15.002 19.703 9.870  0.43
H 14.646 19.731 11.595  0.43
H 11.697 20.976 12.238  0.28
H 12.961 19.758 12.976  0.48
H 11.186 19.655 13.202  0.43
H 10.183 16.631 12.460  0.22
H 8.618 16.106 11.970  0.22
H 8.891 16.666 13.602  0.47
H 7.069 18.312 13.563  0.54
H 6.269 20.504 12.894  0.45
H 7.555 21.879 11.159  0.43
H 9.275 22.026 9.386  0.45
H 9.854 20.343 8.954  0.03
H 10.806 21.411 10.013  0.21
Cl 8.351 19.558 4.872  -0.15
C 7.789 18.138 5.852  0.09
C 6.680 17.428 5.362  -0.83
C 6.274 16.270 6.107  0.69
Cl 5.023 15.349 5.426  -0.14
C 6.949 15.744 7.206  0.64
C 6.674 14.521 7.697  -0.66
C 7.481 14.008 8.693  -1.09
C 8.678 14.838 9.039  -0.33
N 8.877 15.986 8.565  0.11
C 8.083 16.486 7.606  0.48
C 8.637 17.710 6.968  0.26
O 9.747 18.259 7.240  -0.02
H 6.306 17.559 4.362  0.46
H 5.629 14.012 7.503  0.24
H 7.437 12.992 9.125  0.44
H 9.513 14.381 9.626  0.47
O 9.452 9.755 5.752  -0.63
S 9.196 9.115 6.973  1.14
O 9.016 7.725 7.086  -0.61
O 8.249 9.924 7.700  -0.66
C 10.951 9.569 7.755  0.20
N 11.864 8.696 8.044  -0.49
C 13.076 9.032 8.383  -0.14
C 13.317 10.364 8.533  -0.68
C 12.418 11.344 8.073  0.30
N 11.177 10.918 7.576  -0.30
C 12.617 12.759 8.094  1.03
C 12.788 13.271 9.351  -1.30
C 12.399 14.547 9.617  -0.83
N 11.795 15.307 8.698  1.50
C 11.864 14.859 7.399  -0.14
C 12.399 13.579 6.980  -1.25
H 14.083 8.490 8.353  0.26
H 14.318 10.668 8.698  0.38
H 13.194 12.744 10.180  0.54
H 12.536 15.065 10.587  0.42
H 11.432 15.685 6.711  0.03
H 12.418 13.218 5.980  0.60

## Properties
Relative energy (zero: lowest compared OMol25 entry of this formula, charge and spin) ... 54.2 kcal/mol
E_LUMO (spin up / spin down) ... -4.248 / -6.722 eV
Total energy ... -95536.91024 eV
Total charge ... +1
Gap between HOMO and LUMO (spin up / spin down) ... 0.175 / 0.084 Ha
Spin multiplicity ... 6

***

No. 2
Formula: C38H34ClGaNO2P
Source: OMol25
Level of theory: the ωB97M-V functional and the def2-TZVPD basis

Each line ends with the Mulliken charge.
Element x y z (Å)
C -0.342 2.658 -0.244  -0.74
C -1.132 2.044 -1.255  -0.60
C -2.160 1.278 -0.602  -0.15
H -0.970 2.100 -2.317  0.53
C -2.029 1.475 0.796  -1.57
C -0.879 2.269 1.030  0.88
H -0.481 2.541 1.992  0.47
H 0.535 3.262 -0.398  0.54
H -2.903 0.672 -1.091  0.62
H -2.601 0.967 1.553  0.44
Ga -0.218 0.529 -0.059  0.31
Cl -0.404 -1.375 1.180  -0.43
P -0.908 -2.259 -2.592  0.77
C -2.616 -2.879 -2.880  -0.28
C -3.194 -3.017 -4.140  0.11
H -2.630 -2.749 -5.022  0.36
C -4.489 -3.498 -4.271  -0.66
H -4.926 -3.598 -5.256  0.41
C -5.220 -3.856 -3.147  -0.48
H -6.230 -4.232 -3.252  0.38
C -4.653 -3.722 -1.887  -0.57
H -5.218 -3.992 -1.005  0.41
C -3.365 -3.227 -1.754  -0.42
H -2.932 -3.111 -0.768  0.45
C -0.447 -1.657 -4.268  -0.16
C -0.832 -0.358 -4.605  -0.18
H -1.366 0.246 -3.881  0.38
C -0.541 0.164 -5.855  -0.67
H -0.851 1.170 -6.104  0.41
C 0.160 -0.598 -6.781  -0.49
H 0.398 -0.188 -7.754  0.38
C 0.560 -1.884 -6.450  -0.67
H 1.108 -2.483 -7.166  0.41
C 0.255 -2.414 -5.203  -0.04
H 0.563 -3.420 -4.957  0.36
C 0.042 -3.832 -2.492  -0.13
C -0.481 -5.081 -2.821  -0.04
H -1.505 -5.162 -3.156  0.33
C 0.306 -6.220 -2.722  -0.65
H -0.114 -7.184 -2.978  0.41
C 1.625 -6.126 -2.303  -0.49
H 2.236 -7.015 -2.228  0.38
C 2.155 -4.885 -1.973  -0.64
H 3.181 -4.804 -1.639  0.41
C 1.366 -3.749 -2.057  -0.35
H 1.779 -2.785 -1.785  0.43
C -0.262 1.238 6.989  -1.31
C -0.403 2.292 5.916  0.93
C -1.610 3.002 5.855  -0.92
C -1.817 3.957 4.875  -0.89
C -0.832 4.206 3.931  -0.35
C 0.406 3.517 3.937  -0.47
N 1.265 3.783 2.810  0.49
C 2.638 3.501 2.637  -0.66
C 3.521 4.383 3.275  -0.13
C 4.887 4.321 3.037  -0.61
C 5.392 3.379 2.149  -0.57
C 4.533 2.493 1.493  -0.89
C 3.138 2.513 1.711  0.86
C 2.314 1.546 0.885  0.32
O 2.806 1.162 -0.275  -0.74
O 1.087 1.152 1.211  -0.17
C 0.635 2.542 4.966  1.42
C 1.894 1.711 5.089  -1.48
H -0.101 0.244 6.519  0.29
H 0.591 1.480 7.653  0.29
H -1.176 1.159 7.617  0.35
H -2.406 2.809 6.566  0.31
H -2.759 4.492 4.833  0.39
H -1.050 4.935 3.157  0.40
H 0.896 4.422 2.086  0.32
H 3.136 5.156 3.932  0.44
H 5.551 5.026 3.522  0.39
H 6.455 3.346 1.954  0.41
H 4.971 1.787 0.800  0.46
H 1.642 0.636 4.987  0.33
H 2.682 1.902 4.364  0.19
H 2.348 1.891 6.085  0.41

## Properties
Relative energy (zero: lowest compared OMol25 entry of this formula, charge and spin) ... 36.0 kcal/mol
E_LUMO ... -0.527 eV
Total energy ... -119729.83253 eV
Total charge ... 0
Gap between HOMO and LUMO ... 0.266 Ha

***

No. 3
Formula: C38H34LaN6O2S4
Source: OMol25
Level of theory: the ωB97M-V functional and the def2-TZVPD basis

Each line ends with the Mulliken charge.
Element x y z (Å)
La -1.032 -0.120 -0.605  1.13
S -0.115 -2.730 -1.920  -0.45
C -0.058 -3.666 -0.453  0.71
C 1.134 -4.254 -0.048  -0.95
C 1.210 -5.138 1.040  -0.71
C 0.090 -5.403 1.784  -0.63
C -1.060 -4.650 1.550  -0.65
C -1.124 -3.775 0.487  0.45
S -2.497 -2.698 0.464  -0.23
C -3.458 -3.103 -0.983  -0.86
C -4.076 -1.899 -1.644  0.76
C -5.469 -1.757 -1.575  -0.50
C -6.156 -0.823 -2.295  -1.03
C -5.333 0.011 -3.098  -0.16
C -3.946 -0.078 -3.128  0.28
C -3.025 0.802 -3.939  -1.18
S -1.964 1.803 -2.927  -0.01
C -3.135 2.814 -2.159  0.46
C -4.423 3.039 -2.676  -0.47
C -5.413 3.693 -1.927  -0.85
C -5.038 4.259 -0.718  -0.58
C -3.748 4.043 -0.139  -0.82
C -2.762 3.284 -0.887  0.38
S -1.188 2.906 -0.222  -0.49
N -3.292 -1.015 -2.310  -0.14
H 1.935 -4.340 -0.763  0.42
H 2.126 -5.731 1.191  0.42
H 0.107 -6.160 2.576  0.37
H -1.985 -4.851 2.116  0.41
H -4.304 -3.706 -0.556  0.39
H -2.773 -3.562 -1.665  0.56
H -5.988 -2.359 -0.830  0.33
H -7.232 -0.679 -2.316  0.46
H -5.756 0.701 -3.831  0.45
H -3.546 1.429 -4.637  0.63
H -2.304 0.203 -4.588  0.38
H -4.680 2.629 -3.653  0.56
H -6.431 3.674 -2.277  0.44
H -5.708 4.911 -0.142  0.34
H -3.564 4.424 0.860  0.49
N 5.497 2.126 1.637  -0.02
C 6.848 1.909 1.807  0.45
C 7.976 2.692 1.875  -0.70
C 9.224 2.088 2.171  -0.42
C 9.333 0.690 2.384  -0.35
C 8.213 -0.102 2.260  -0.69
C 7.009 0.479 1.821  0.33
N 5.760 -0.111 1.723  -0.57
C 4.841 0.846 1.740  -0.19
C 3.459 0.692 1.627  1.11
C 2.528 1.759 1.416  -1.35
C 1.193 1.467 1.313  -0.20
N 0.705 0.203 1.404  -0.05
C 1.584 -0.833 1.539  -0.76
C 2.964 -0.625 1.651  -0.61
H 5.072 3.025 1.761  0.25
H 7.920 3.766 1.674  0.35
H 10.074 2.754 2.101  0.37
H 10.249 0.201 2.698  0.39
H 8.342 -1.169 2.279  0.38
H 2.845 2.788 1.327  0.42
H 0.540 2.324 1.317  0.56
H 1.187 -1.853 1.607  0.50
H 3.681 -1.415 1.704  0.65
C -4.439 0.844 3.501  -0.45
C -4.989 0.495 2.239  -0.77
C -4.148 0.419 1.155  -0.07
N -2.781 0.415 1.256  0.84
C -2.286 0.608 2.485  -0.11
C -3.065 0.883 3.629  -0.79
H -5.108 0.968 4.386  0.36
H -6.097 0.401 2.071  0.40
H -4.592 0.329 0.156  0.21
H -1.195 0.610 2.602  0.24
H -2.577 1.217 4.573  0.42
N 4.057 -0.697 -2.727  -0.73
C 2.627 -0.737 -2.754  0.25
C 2.169 0.347 -1.860  0.11
O 3.093 1.277 -1.528  -0.36
O 0.951 0.489 -1.534  0.36
H 4.481 -1.187 -3.515  0.24
H 4.448 -1.074 -1.895  0.18
H 3.929 0.939 -1.924  0.39
H 2.213 -1.705 -2.475  0.03
H 2.251 -0.673 -3.830  0.33

## Properties
Relative energy (zero: lowest compared OMol25 entry of this formula, charge and spin) ... 0.0 kcal/mol
E_LUMO ... -3.168 eV
Total energy ... -97192.69321 eV
Total charge ... +1
Gap between HOMO and LUMO ... 0.230 Ha

***

No. 4
Formula: C38H34N7OSbSe4Ti
Source: OMol25
Level of theory: the ωB97M-V functional and the def2-TZVPD basis

Each line ends with the Mulliken charge.
Element x y z (Å)
Ti 0.033 -0.338 -0.437  -0.60
N -0.642 1.422 1.027  -0.14
C -1.314 2.483 0.327  -0.43
C -2.211 3.344 0.878  -0.53
C -2.776 4.368 0.081  -0.81
C -2.415 4.510 -1.226  -0.85
C -1.497 3.608 -1.824  0.69
C -1.108 3.661 -3.185  -0.90
C -0.261 2.716 -3.674  -1.17
C 0.193 1.698 -2.813  -0.35
N -0.149 1.606 -1.547  1.36
C -0.970 2.575 -1.039  0.48
H -1.111 1.174 1.892  0.29
H 0.294 1.733 1.279  0.29
H -2.476 3.261 1.925  0.46
H -3.487 5.052 0.524  0.41
H -2.832 5.308 -1.827  0.45
H -1.491 4.452 -3.818  0.42
H 0.091 2.712 -4.695  0.47
H 0.823 0.918 -3.217  0.36
C 2.618 -6.756 11.759  -0.84
O 3.434 -5.762 11.163  -0.46
C 3.021 -5.226 9.992  0.98
C 3.859 -4.262 9.432  -0.85
C 3.520 -3.660 8.240  -0.39
C 2.341 -4.001 7.574  0.35
C 1.513 -4.962 8.139  -0.85
C 1.842 -5.575 9.338  -0.44
C 1.951 -3.383 6.302  0.22
N 0.868 -3.677 5.620  -0.86
C 0.911 -2.868 4.514  0.95
C 2.028 -2.073 4.526  0.15
N 2.691 -2.412 5.680  -0.14
C 2.337 -1.126 3.500  -0.09
C 3.467 -0.295 3.444  -0.57
C 3.623 0.554 2.380  -1.30
C 2.647 0.577 1.378  0.23
N 1.568 -0.187 1.426  0.35
C 1.410 -1.040 2.452  -0.55
C 0.234 -1.904 2.398  0.14
N -0.562 -1.801 1.304  1.08
C -1.629 -2.584 1.233  -0.53
C -1.963 -3.511 2.226  -1.27
C -1.158 -3.633 3.327  -0.57
C -0.026 -2.815 3.427  0.32
H 3.127 -7.054 12.671  0.24
H 2.510 -7.624 11.104  0.34
H 1.630 -6.361 12.007  0.34
H 4.772 -4.004 9.950  0.42
H 4.196 -2.919 7.832  0.27
H 0.601 -5.228 7.624  0.46
H 1.176 -6.320 9.749  0.39
H 3.561 -2.033 6.006  0.18
H 4.215 -0.332 4.227  0.44
H 4.487 1.195 2.288  0.52
H 2.762 1.228 0.513  -0.33
H -2.243 -2.478 0.352  0.79
H -2.844 -4.123 2.102  0.51
H -1.368 -4.345 4.114  0.59
C -0.412 -4.284 -1.818  -0.81
N -0.858 -3.968 -3.157  0.15
C -2.093 -4.653 -3.479  -0.91
C -0.876 -2.538 -3.459  -2.03
C -1.908 -1.709 -2.711  1.56
C -3.188 -1.639 -3.262  -0.36
C -4.218 -0.936 -2.653  -0.80
C -3.978 -0.280 -1.458  -1.12
C -2.701 -0.335 -0.913  0.29
C -1.637 -1.023 -1.515  0.94
H -0.320 -5.367 -1.720  0.42
H -1.107 -3.934 -1.036  0.27
H 0.562 -3.832 -1.631  0.13
H -1.939 -5.730 -3.388  0.34
H -2.378 -4.438 -4.510  0.31
H -2.936 -4.376 -2.825  0.29
H -1.063 -2.445 -4.531  0.73
H 0.117 -2.141 -3.256  0.07
H -3.380 -2.145 -4.202  0.42
H -5.199 -0.901 -3.110  0.40
H -4.766 0.273 -0.961  0.48
H -2.545 0.192 0.027  0.49
Se 3.294 1.007 -4.790  -0.52
Sb 4.025 1.288 -2.534  0.82
Se 5.912 0.192 -1.634  -0.53
Se 3.011 3.072 -1.282  -0.58
Se 1.855 -1.053 -1.444  -0.56

## Properties
Relative energy (zero: lowest compared OMol25 entry of this formula, charge and spin) ... 0.0 kcal/mol
E_LUMO ... -1.001 eV
Total energy ... -343478.08779 eV
Total charge ... 0
Gap between HOMO and LUMO ... 0.217 Ha

***

No. 5
Formula: C38H35ClF5FeN4O2SSi
Source: OMol25
Level of theory: the ωB97M-V functional and the def2-TZVPD basis

Each line ends with the Mulliken charge.
Element x y z (Å)
Fe 1.141 0.725 0.705  0.26
C -0.877 0.989 6.271  -0.68
C -1.304 0.423 5.082  -1.01
C -0.553 0.575 3.926  1.51
C 0.627 1.299 3.944  -0.36
C 1.075 1.843 5.149  -0.76
C 0.321 1.695 6.298  -0.55
N 1.393 1.408 2.719  1.20
N 2.509 1.923 2.940  -1.00
C 3.423 1.839 1.882  0.05
C 4.677 2.398 2.079  -0.62
C 5.632 2.213 1.099  -0.43
C 5.292 1.471 -0.021  -0.95
C 4.009 0.964 -0.140  -0.28
N 3.081 1.143 0.798  0.72
H -1.460 0.869 7.175  0.41
H -2.219 -0.155 5.046  0.42
H -0.866 0.098 3.015  -0.62
H 2.011 2.379 5.173  0.41
H 0.676 2.126 7.226  0.39
H 4.870 2.941 2.993  0.50
H 6.625 2.627 1.210  0.39
H 6.004 1.293 -0.815  0.44
H 3.702 0.408 -1.010  0.48
C 1.324 0.024 -1.210  -0.12
Si -0.282 -0.192 -2.025  -1.64
C -1.434 0.838 -0.931  -0.52
N -1.122 0.657 0.520  2.67
C -1.735 1.763 1.296  -1.01
C -3.234 1.609 1.649  -0.99
C -3.872 0.334 1.111  -1.12
C -2.996 -0.872 1.419  -1.15
C -1.528 -0.688 0.981  -0.47
C -0.402 0.568 -3.759  0.46
C 0.133 1.845 -3.969  -0.26
C 0.054 2.467 -5.206  -0.83
C -0.557 1.820 -6.272  -0.52
C -1.086 0.551 -6.091  -0.69
C -1.010 -0.063 -4.846  -0.54
C -0.954 -1.949 -2.263  0.65
C -0.125 -2.940 -2.795  -0.04
C -0.609 -4.206 -3.096  -0.70
C -1.939 -4.518 -2.853  -0.60
C -2.781 -3.553 -2.318  -0.80
C -2.291 -2.285 -2.036  0.05
H 1.800 0.861 -1.738  0.78
H 1.987 -0.844 -1.293  0.66
H -2.501 0.704 -1.140  0.44
H -1.205 1.875 -1.190  0.39
H -1.575 2.665 0.714  0.51
H -1.157 1.915 2.204  0.22
H -3.788 2.476 1.282  0.35
H -3.342 1.615 2.739  0.34
H -4.035 0.419 0.035  0.22
H -4.862 0.200 1.556  0.61
H -3.408 -1.771 0.954  0.51
H -3.023 -1.052 2.500  0.42
H -1.291 -1.378 0.176  -0.94
H -0.867 -0.984 1.786  0.44
H 0.635 2.360 -3.157  0.28
H 0.475 3.457 -5.337  0.43
H -0.618 2.303 -7.241  0.34
H -1.561 0.037 -6.919  0.39
H -1.430 -1.056 -4.721  0.30
H 0.921 -2.716 -2.979  0.43
H 0.057 -4.957 -3.504  0.39
H -2.314 -5.511 -3.070  0.36
H -3.821 -3.789 -2.120  0.38
H -2.969 -1.541 -1.629  0.33
Cl -0.550 4.821 -1.825  -0.22
C 0.863 4.824 -0.712  -0.68
C 1.475 3.415 -0.637  0.56
O 2.449 3.175 -1.350  -0.64
O 0.880 2.660 0.195  -0.61
H 0.488 5.140 0.257  0.24
H 1.579 5.530 -1.117  0.51
F -0.287 -6.530 -0.436  -0.43
C 0.147 -5.366 0.069  0.77
C 1.297 -4.775 -0.418  0.26
F 1.979 -5.374 -1.407  -0.42
C 1.719 -3.562 0.089  0.34
F 2.830 -3.044 -0.450  -0.46
C 1.049 -2.886 1.113  0.38
S 1.697 -1.408 1.788  -0.50
C -0.089 -3.535 1.594  0.15
F -0.776 -3.036 2.635  -0.45
C -0.548 -4.736 1.081  0.23
F -1.655 -5.308 1.579  -0.37

## Properties
Relative energy (zero: lowest compared OMol25 entry of this formula, charge and spin) ... 0.3 kcal/mol
E_LUMO (spin up / spin down) ... 1.372 / 1.372 eV
Total energy ... -129241.53143 eV
Total charge ... -1
Gap between HOMO and LUMO (spin up / spin down) ... 0.224 / 0.224 Ha

***

Q: Number 4 is which compound?
A: C38H34N7OSbSe4Ti

***

Q: Which of these has the highest relative energy (zero: lowest compared OMol25 entry of this formula, charge and spin)?
A: C38H34Cl2N6O4RuS

***

Q: Which value of total charge does entry 2 give?
A: 0

***

Q: The lowest total charge belongs to which entry?
A: C38H35ClF5FeN4O2SSi